one:
9
Properties=species:S:1:pos:R:3 method="wB97M-V/def2-TZVPD" orbital_gap_ev="8.22 / 8.22" smiles="C=S(=O)=C(O)Cl"
C -1.591 0.217 -0.471
O -0.625 2.727 -0.483
H 0.085 0.013 1.704
H 1.046 0.619 0.223
H -0.799 -0.900 -1.847
S -1.105 1.773 0.493
Cl -2.363 -1.094 0.355
C 0.166 0.631 0.835
O -1.111 0.004 -1.677



two:
9
Properties=species:S:1:pos:R:3 method="wB97M-V/def2-TZVPD" orbital_gap_ev=9.63 smiles="O=C(Cl)CSO"
C -0.026 0.292 0.813
S -0.856 -1.190 0.058
O 1.421 0.930 -1.037
C 1.203 0.341 -0.011
H -1.523 -0.353 -2.001
Cl 2.257 -0.860 0.535
H 0.037 0.070 2.029
H -0.644 1.207 0.602
O -1.868 -0.437 -0.987



Short version: two is the most stable of them.



one:
15
Properties=species:S:1:pos:R:3 method="wB97M-V/def2-TZVPD" orbital_gap_ev=9.68 smiles="NC=O.NCN"
H 0.257 -0.459 0.684
O -2.256 0.804 -2.187
H -1.517 1.991 -0.347
H 1.951 0.630 -0.653
H 2.722 -1.855 1.561
N 1.857 -0.376 -0.672
H 2.687 -0.907 -0.900
H 2.407 -0.410 2.027
N -2.379 1.560 -0.077
N 1.924 -1.233 1.664
C 1.167 -1.004 0.439
C -2.903 0.895 -1.183
H -3.884 0.428 -1.050
H -2.989 1.955 0.602
H 0.955 -2.018 0.093



two:
15
Properties=species:S:1:pos:R:3 method="wB97M-V/def2-TZVPD" orbital_gap_ev=10.25 smiles="NC=O.NCN"
H 0.494 0.780 -1.198
H -0.323 -2.024 1.067
C 0.605 0.991 -3.216
H 0.679 -2.235 2.414
H -0.847 0.207 -2.070
H -1.977 -1.374 2.219
C -1.064 -1.212 2.777
N 0.146 0.390 -2.063
H -0.174 0.357 3.711
N -1.044 0.169 3.212
H -0.877 0.718 2.365
H -0.005 0.709 -4.093
H -1.217 -1.864 3.642
N 0.049 -1.624 1.913
O 1.578 1.691 -3.282



Short version: two is the most stable of them.